Record 1
Entry from OMol25: a 2-piece molecular cluster, C3H9ClN3 overall at a distorted geometry (the ωB97M-V functional and the def2-TZVPD basis).

Summary:
gap between HOMO and LUMO (spin up / spin down)	6.365 / 5.537	eV
<S²>	2.013
HOMO (spin up / spin down)	-10.2 / -13.7	eV
energy relative to the best compared isomer or geometry (same formula, charge and spin)	48.5	kJ/mol
maximum force	0.076	Eh/bohr
LUMO energy (spin up / spin down)	-3.9 / -8.2	eV

```
! wB97M-V def2-TZVPD RIJCOSX def2/J DEFGRID3
* xyz 1 3
C 1.38 -0.94 -0.07
C -2.13 1.86 0.15
C -1.02 1.58 1.02
N 1.93 -1.66 -1.06
N 1.51 -1.38 1.20
N 0.47 -0.02 -0.33
Cl 0.07 2.78 1.37
H -2.18 2.76 -0.40
H -3.12 1.80 0.71
H -2.42 1.21 -0.72
H -0.84 0.64 1.76
H 2.80 -2.17 -0.98
H 2.00 -1.47 -2.03
H 2.15 -2.12 1.41
H 0.79 -1.42 1.90
H 0.27 0.15 -1.38
*
```

Here are the natural (NBO) charges for atoms 1 to 2, given in e:
1 C 0.569
2 C -0.729

Record 2
Entry from OMol25: one molecule with the formula C3H9ClNPS at a distorted geometry (the ωB97M-V functional and the def2-TZVPD basis).

Summary:
gap between HOMO and LUMO	9.352	eV
HOMO	-8.7	eV
energy relative to the best compared isomer or geometry (same formula, charge and spin)	117.7	kJ/mol
maximum force	0.104	Eh/bohr
LUMO energy	0.7	eV
SMILES string	CC[P@@](=S)(Cl)NC

```
! wB97M-V def2-TZVPD RIJCOSX def2/J DEFGRID3
* xyz 0 1
C -1.25 -1.44 0.06
C -0.17 2.13 0.80
C -0.15 -1.41 -1.00
N 0.32 1.37 -0.33
P 1.21 -0.48 -0.26
S 1.79 -0.98 1.54
Cl 2.55 -0.23 -1.61
H -1.65 -0.44 0.46
H -1.88 -2.18 -0.28
H -0.81 -1.82 0.96
H 0.62 2.58 1.53
H -0.72 3.07 0.54
H -0.81 1.46 1.36
H -0.29 -1.01 -1.95
H 0.18 -2.51 -1.11
H 1.05 1.89 -0.72
*
```

Here are the natural (NBO) charges for atoms 1 to 2, given in e:
1 C -0.627
2 C -0.424

Record 3
Entry from OMol25: a 2-piece molecular cluster, C3H9ClNPS overall at a distorted geometry (the ωB97M-V functional and the def2-TZVPD basis).

Summary:
gap between HOMO and LUMO	9.511	eV
HOMO	-8.7	eV
energy relative to the best compared isomer or geometry (same formula, charge and spin)	195.3	kJ/mol
maximum force	0.081	Eh/bohr
LUMO energy	0.8	eV
SMILES string	CCP(S)Cl.C=N

```
! wB97M-V def2-TZVPD RIJCOSX def2/J DEFGRID3
* xyz 0 1
C 1.06 -3.05 0.59
C -1.49 3.54 -0.94
C 1.44 -1.57 0.29
N -1.81 2.47 -1.49
P -0.07 -0.56 -0.19
S -1.03 -0.30 1.66
Cl 1.03 1.14 -0.47
H 0.94 -3.61 -0.28
H 1.84 -3.46 1.19
H 0.20 -3.17 1.26
H -1.20 4.53 -1.42
H -1.93 3.64 0.14
H -1.71 0.68 1.19
H 2.34 -1.49 -0.47
H 1.83 -1.10 1.29
H -1.43 2.31 -2.35
*
```

Here are the natural (NBO) charges for atoms 1 to 2, given in e:
1 C -0.629
2 C -0.029

Record 4
Entry from OMol25: a 2-piece molecular cluster, C3H9ClOSi overall at a distorted geometry (the ωB97M-V functional and the def2-TZVPD basis).

Summary:
gap between HOMO and LUMO (spin up / spin down)	8.238 / 7.015	eV
HOMO (spin up / spin down)	-8.1 / -6.9	eV
energy relative to the best compared isomer or geometry (same formula, charge and spin)	640.3	kJ/mol
maximum force	0.086	Eh/bohr
LUMO energy (spin up / spin down)	0.2 / 0.1	eV

```
! wB97M-V def2-TZVPD RIJCOSX def2/J DEFGRID3
* xyz 0 1
C -0.67 0.42 2.02
C -1.14 -1.36 -1.71
C 2.10 1.48 -0.53
O -1.14 -0.36 0.89
Si -0.12 -1.03 -0.25
Cl 1.37 2.84 0.10
H -0.19 1.33 1.54
H 0.03 -0.11 2.49
H -1.55 0.50 2.63
H -2.04 -1.66 -1.18
H -1.51 -0.41 -2.33
H -0.85 -1.98 -2.57
H 2.45 1.68 -1.53
H 2.64 0.83 0.09
H 0.62 -2.15 0.33
*
```

Here are the natural (NBO) charges for atoms 1 to 2, given in e:
1 C -0.237
2 C -1.213